(1)
Entry from OMol25: C41H62ClFGeMoN4O4P3S as an isolated structure (ωB97M-V with the def2-TZVPD basis set).

Geometry as XYZ:
```
119
Properties=species:S:1:pos:R:3:forces:R:3:lowdin_charge:R:1
Mo 0.129 1.262 -0.643 0.8 -0.4 -0.7 1.2588
C -2.720 -1.787 -1.235 0.0 0.0 0.1 -0.1349
C -2.161 -1.294 -2.560 0.0 0.0 -0.1 -0.5463
C -3.185 -1.466 -3.682 0.0 0.0 0.0 -0.1011
P -1.576 0.444 -2.375 -0.1 0.1 0.0 0.9996
C -3.104 1.396 -1.940 0.0 -0.1 0.1 -0.3283
N -3.072 2.078 -0.669 0.2 0.2 0.0 -0.1736
Ge -1.934 1.508 0.963 -0.4 -0.2 0.1 0.9367
N -3.135 0.291 1.822 -0.1 -0.2 -0.1 -0.1435
C -2.998 -1.111 2.212 0.0 0.1 0.2 -0.4086
P -1.325 -1.885 2.179 0.1 0.0 -0.3 1.0478
C -1.737 -3.573 2.848 0.0 0.0 0.0 -0.5566
C -2.171 -4.469 1.684 0.0 0.0 0.0 -0.1380
C -2.736 -3.685 3.998 0.0 0.0 0.0 -0.1099
C -0.424 -1.005 3.532 0.0 0.1 0.1 -0.5703
C 0.752 -1.852 4.018 0.0 0.0 0.1 -0.1210
C -1.229 -0.410 4.682 0.0 0.0 0.0 -0.0994
C -4.460 0.702 1.727 0.0 -0.1 0.0 -0.2402
C -5.572 -0.140 1.799 -0.1 0.0 0.0 -0.0219
C -6.853 0.373 1.615 0.0 0.0 0.0 -0.0892
C -7.062 1.716 1.356 0.0 0.0 0.0 -0.0889
C -5.966 2.573 1.325 0.0 0.0 0.0 -0.0176
C -4.706 2.065 1.533 0.1 0.1 0.0 -0.1852
N -3.526 2.906 1.630 -0.2 0.1 0.2 -0.0594
C -3.476 3.961 0.645 0.1 -0.2 0.0 -0.1938
C -3.593 5.305 0.909 0.0 0.0 0.0 -0.0194
C -3.562 6.204 -0.153 0.0 0.0 0.0 -0.0961
C -3.429 5.715 -1.445 0.0 0.1 0.0 -0.0900
C -3.284 4.358 -1.702 0.0 -0.1 0.0 -0.0246
C -3.268 3.439 -0.647 -0.1 0.1 0.0 -0.2678
C -3.252 3.287 2.996 0.0 0.0 -0.1 -0.1706
C -4.187 3.838 3.845 0.0 0.0 0.1 -0.0138
C -3.815 4.191 5.137 0.0 0.0 0.0 -0.0860
C -2.509 3.972 5.547 0.0 0.0 0.0 -0.0851
C -1.572 3.402 4.695 0.0 0.0 0.0 -0.0254
C -1.934 3.045 3.391 0.1 0.0 0.0 -0.2465
N -1.107 2.469 2.450 0.0 0.2 0.1 -0.1847
C 0.305 2.545 2.726 0.1 0.0 0.0 -0.3910
P 1.336 2.470 1.200 -0.2 0.1 0.3 1.0110
C 2.832 1.597 1.842 -0.1 0.0 0.0 -0.5187
C 3.511 2.232 3.057 0.0 0.0 0.0 -0.1018
C 3.854 1.204 0.782 0.1 -0.1 0.1 -0.1037
C 1.525 4.254 0.746 0.2 -0.1 -0.1 -0.5288
C 2.763 4.941 1.310 0.0 0.0 0.0 -0.1000
C 0.253 5.041 1.068 0.0 0.1 -0.1 -0.1070
C -1.158 0.947 -4.099 -0.1 0.0 0.0 -0.5350
C -0.676 2.393 -4.184 0.0 0.0 0.0 -0.1079
C -0.125 -0.003 -4.704 0.0 0.0 0.0 -0.1146
H -2.956 -2.850 -1.307 0.0 0.0 0.0 0.0866
H -3.638 -1.259 -0.964 0.0 0.0 0.0 0.0774
H -2.000 -1.659 -0.428 0.1 0.0 0.1 0.0038
H -1.270 -1.885 -2.795 0.0 0.0 0.0 0.0925
H -4.044 -0.807 -3.547 0.0 0.0 0.0 0.0770
H -3.561 -2.491 -3.670 0.0 0.0 0.0 0.0847
H -2.767 -1.280 -4.670 0.0 0.0 0.0 0.0652
H -3.934 0.680 -1.957 0.0 0.0 0.0 0.0819
H -3.282 2.079 -2.772 0.0 0.0 0.0 0.0775
H -3.606 -1.758 1.563 0.1 0.0 -0.1 0.0655
H -3.421 -1.211 3.219 0.0 0.0 0.0 0.0858
H -0.767 -3.942 3.198 0.0 0.0 0.0 0.0936
H -3.146 -4.165 1.297 0.0 0.0 0.0 0.0675
H -2.261 -5.506 2.015 0.0 0.0 0.0 0.0755
H -1.455 -4.432 0.862 0.0 0.0 0.0 0.0647
H -3.728 -3.342 3.701 0.0 0.0 0.0 0.0704
H -2.431 -3.115 4.874 0.0 0.0 0.0 0.0572
H -2.837 -4.730 4.303 0.0 0.0 0.0 0.0783
H -0.002 -0.173 2.966 0.1 0.2 -0.1 0.0477
H 0.414 -2.646 4.688 0.0 0.0 0.0 0.0734
H 1.457 -1.234 4.581 0.0 0.0 0.0 0.0763
H 1.293 -2.315 3.189 0.0 0.0 0.0 0.0707
H -1.757 -1.174 5.253 0.0 0.0 0.0 0.0616
H -1.960 0.318 4.327 0.0 0.0 0.0 0.0605
H -0.562 0.107 5.378 0.0 0.0 0.0 0.0794
H -5.453 -1.197 1.986 -0.1 0.1 0.0 0.0933
H -7.698 -0.303 1.669 0.0 0.0 0.0 0.1010
H -8.060 2.100 1.196 0.0 0.0 0.0 0.0982
H -6.086 3.633 1.137 0.0 0.0 0.0 0.1231
H -3.711 5.652 1.928 0.0 0.0 0.0 0.1143
H -3.653 7.265 0.030 0.0 0.0 0.0 0.0963
H -3.423 6.404 -2.279 0.0 0.0 0.0 0.1014
H -3.159 4.037 -2.726 0.0 0.0 0.0 0.0858
H -5.203 3.986 3.503 0.0 0.0 0.0 0.1173
H -4.540 4.622 5.812 0.0 0.0 0.0 0.0991
H -2.209 4.235 6.553 0.0 0.0 0.0 0.1024
H -0.572 3.209 5.055 0.0 0.0 0.0 0.1018
H 0.664 1.781 3.427 0.0 -0.1 0.0 0.0768
H 0.534 3.508 3.198 0.0 0.0 0.0 0.0831
H 2.343 0.676 2.187 0.0 -0.1 -0.1 0.0935
H 4.135 3.075 2.770 0.0 0.0 0.0 0.0646
H 4.159 1.488 3.524 0.0 0.0 0.0 0.0842
H 2.804 2.573 3.815 0.0 0.0 0.0 0.0678
H 4.419 2.071 0.436 -0.1 -0.1 0.0 0.0763
H 3.389 0.732 -0.083 0.1 0.0 0.2 0.0505
H 4.555 0.487 1.215 0.0 0.0 0.1 0.0897
H 1.629 4.214 -0.335 0.0 0.0 -0.1 0.0740
H 2.746 4.995 2.401 0.0 0.0 0.0 0.0759
H 2.794 5.965 0.933 0.0 0.0 0.0 0.0839
H 3.681 4.447 0.993 0.0 0.0 0.0 0.0687
H 0.164 5.266 2.133 0.0 0.0 0.0 0.0788
H -0.657 4.534 0.744 0.1 0.0 0.0 0.0501
H 0.301 5.992 0.535 0.0 0.0 0.0 0.0904
H -2.106 0.863 -4.645 0.0 0.0 0.0 0.1049
H 0.296 2.507 -3.706 0.0 0.0 0.0 0.0595
H -1.354 3.098 -3.704 0.0 0.0 0.0 0.0508
H -0.578 2.669 -5.236 0.0 0.0 0.0 0.0855
H 0.795 0.000 -4.116 -0.1 0.0 0.0 0.0157
H 0.125 0.327 -5.714 0.0 0.0 0.0 0.0876
H -0.484 -1.030 -4.774 0.0 0.0 0.0 0.0653
O 0.833 -0.465 -0.053 0.0 -0.1 0.1 -0.8293
O 2.040 -2.618 0.068 0.0 0.0 0.0 -0.5100
S 1.198 -1.794 -0.800 0.0 0.0 0.2 0.8083
F -0.306 2.997 -1.307 0.1 0.0 0.0 -0.4788
Cl 3.456 -0.230 -4.053 0.1 0.0 0.0 0.5908
C 3.711 1.385 -3.347 0.0 0.0 -0.1 -0.4658
C 2.779 1.752 -2.202 0.1 0.0 0.0 -0.7129
O 3.143 2.656 -1.467 -0.3 0.3 -0.3 0.0121
O 1.696 1.066 -2.095 -0.4 0.2 0.2 -0.2726
H 3.577 2.120 -4.139 0.0 0.0 0.0 0.0847
H 4.735 1.440 -2.990 0.0 0.0 0.0 0.0800
```
Positions in Å, forces in eV/Å.

Its expectation value of S² is 3.784. As for the spin multiplicity: 4. The total charge is 0.



(2)
Entry from OMol25: a 2-piece molecular cluster, C5H4Cl3NO overall (ωB97M-V with the def2-TZVPD basis set).

Geometry as XYZ:
```
14
Properties=species:S:1:pos:R:3:forces:R:3:lowdin_charge:R:1
C 0.983 -1.908 -0.046 0.6 0.6 1.0 -0.2625
C -0.513 -0.919 -1.410 -0.4 -0.5 0.0 -0.1446
C -0.268 1.747 -0.464 2.2 0.0 -0.3 -0.1007
C 0.383 -0.678 -0.460 0.2 -0.3 0.1 -0.3741
C 0.737 0.656 0.113 -1.0 0.2 -0.3 -1.0503
N 1.562 -2.714 0.541 -0.1 -0.2 -0.4 0.1970
O -1.255 -1.352 -2.170 0.0 0.6 -0.1 0.2639
Cl -1.932 -1.825 1.575 1.3 2.5 1.4 0.2146
Cl 2.542 0.818 -0.012 -0.8 0.6 -0.5 0.6180
Cl 0.460 0.833 1.916 0.0 -0.8 0.1 0.6041
H -1.222 -0.696 2.156 -1.5 -2.5 -1.4 -0.1714
H -1.227 1.353 -0.758 -0.3 -0.5 0.3 0.0784
H 0.125 2.264 -1.344 0.2 -0.1 0.2 0.0908
H -0.376 2.421 0.363 -0.4 0.7 -0.1 0.0367
```
Positions in Å, forces in eV/Å.

The structure (SMILES) is CC(Cl)(Cl)C(=C=O)C#N.Cl. As for the spin multiplicity: 1. The total charge is 0.



(3)
Entry from OMol25: one molecule with the formula C3H6N4S (ωB97M-V with the def2-TZVPD basis set).

Geometry as XYZ:
```
14
Properties=species:S:1:pos:R:3:forces:R:3:lowdin_charge:R:1
C 0.598 -0.260 1.356 -1.8 0.9 2.4 -0.3322
C -1.064 -0.021 -0.524 0.0 -1.5 -2.1 -0.1491
C 1.329 -0.455 -2.047 2.5 -0.6 2.2 -0.0277
H -0.584 2.118 3.664 0.1 -0.8 -1.1 -0.1258
H 1.286 -0.972 1.617 1.8 -2.4 -1.1 0.0737
H -1.704 0.147 0.268 -0.8 0.6 2.2 0.0495
H -2.557 -0.692 -1.818 0.1 0.8 1.1 0.0612
H 2.263 -1.002 -2.451 -2.0 1.2 -0.4 0.0971
H 0.477 0.047 -2.539 0.8 -0.7 0.0 0.0583
N 0.169 0.128 2.547 0.5 1.3 -3.5 -0.3358
N 0.415 0.148 -0.022 -1.5 -1.0 -0.6 -0.1008
N -1.596 -0.410 -1.642 4.0 0.6 1.3 0.0838
N 1.516 -0.441 -0.753 -2.5 0.5 -1.8 -0.0157
S -0.549 1.664 2.345 -1.1 1.3 1.4 0.6636
```
Positions in Å, forces in eV/Å.

The structure (SMILES) is [H]/N=C/N(/C=N\S)N=C. As for the spin multiplicity: 1. The total charge is 0.



Listing maximum force for the structures above in their given order: 1.072; 3.263; 4.273 eV Å⁻¹.
Listing energy relative to the best compared isomer or geometry (same formula, charge and spin) for the structures above in their given order: 23.20; 7.28; 121.05 kcal per mole.